This record from OMol25 describes a 2-piece molecular cluster, C3H11N2O overall at a distorted geometry. The level of theory is ωB97M-V/def2-TZVPD.

energy above the lowest of the compared OMol25 structures with the same formula, charge and spin = 453.6 kJ/mol
spin multiplicity = 1
DFT total energy = -305.2800 a.u.
total charge = +1

Each line ends with the Mulliken charge.
Element x y z (Å)
O  0.403  -0.243  -1.662  -0.53
N  -1.539  -0.549  0.710  -0.63
N  -0.404  -1.366  -1.576  -0.16
C  1.791  1.230  0.336  -1.30
C  0.750  0.241  0.563  0.21
C  -0.666  0.632  0.752  -0.42
H  -0.997  -1.416  -2.418  0.35
H  2.730  0.765  0.046  0.35
H  1.482  1.950  -0.425  0.33
H  1.967  1.813  1.249  0.39
H  1.029  -0.775  0.807  0.41
H  -2.513  -0.270  0.607  0.25
H  -0.958  1.311  -0.056  0.35
H  -1.022  -1.231  -0.666  0.40
H  -1.469  -1.082  1.574  0.23
H  -0.751  1.214  1.686  0.41
H  0.166  -2.224  -1.528  0.34

This record from OMol25 describes C37H74O39S4 as an isolated structure at a distorted geometry. The level of theory is ωB97M-V/def2-TZVPD.

spin multiplicity = 1
DFT total energy = -5981.1882 a.u.

Each line ends with the Mulliken charge.
Element x y z (Å)
S  3.148  -1.733  -1.585  0.70
S  3.307  6.708  -2.457  1.08
S  -1.791  0.084  5.135  0.81
S  0.069  1.307  -0.826  0.17
O  6.525  1.216  -0.370  -0.68
O  0.871  0.004  -0.333  0.46
O  -3.590  3.123  4.117  -0.60
O  -1.469  3.869  3.854  -0.21
O  -1.453  -1.239  5.956  -0.33
O  -5.038  -1.794  -3.655  -0.29
O  -0.398  1.083  -2.242  -0.48
O  2.514  4.688  2.830  -0.28
O  4.345  -2.736  -1.752  -0.35
O  3.102  -0.770  -2.585  -0.69
O  0.017  -2.475  -5.781  -0.49
O  4.423  6.329  -3.314  -0.57
O  1.460  2.828  2.880  -0.04
O  -3.527  -3.516  2.795  -0.41
O  -5.936  0.226  -3.170  -0.67
O  -1.557  -3.556  3.591  -0.42
O  -0.600  0.975  5.786  -0.20
O  3.178  8.102  -2.057  -0.60
O  -3.157  2.964  -2.912  -0.07
O  3.377  5.856  -1.115  -0.21
O  0.833  2.433  -0.395  0.22
O  -3.619  -5.092  -1.066  -0.49
O  1.964  -2.531  -1.357  -0.20
O  -2.399  4.825  -1.890  -0.62
O  4.039  -4.520  0.507  -0.33
O  -1.885  -2.585  1.600  0.24
O  -3.012  0.653  5.630  -0.60
O  5.248  3.155  -0.389  -0.07
O  3.616  2.843  2.186  -0.69
O  -4.771  -0.169  -5.074  -0.29
O  1.898  6.173  -3.063  -0.36
O  -2.238  3.785  5.848  -0.32
O  3.633  -1.201  -0.214  -0.09
O  -1.240  1.206  0.141  -0.18
O  7.182  3.233  0.546  -0.30
O  -1.570  -5.423  -1.949  -0.39
O  -2.054  4.462  -4.105  -0.33
O  -2.754  -7.118  -1.491  -0.41
O  -1.483  -0.154  3.747  -0.05
C  -5.306  -0.520  -3.901  0.83
C  -1.347  -1.506  -4.055  2.05
C  -2.528  3.566  4.570  0.78
C  2.020  5.583  -0.707  0.30
C  -1.322  -2.438  -6.243  -0.70
C  -1.588  3.739  2.402  -0.43
C  1.254  5.408  -2.052  -0.22
C  -2.209  -2.342  -4.994  0.02
C  -0.147  -0.904  0.186  0.86
C  1.435  1.373  2.746  -0.08
C  3.642  5.490  2.528  -0.65
C  6.286  2.414  -0.115  0.68
C  -3.887  -7.836  -0.899  -0.60
C  -5.548  -2.321  -2.476  -0.62
C  -1.003  -0.824  7.253  -0.41
C  -4.981  1.156  -5.452  -0.55
C  -2.297  -3.153  2.585  0.46
C  -2.462  4.121  -2.876  0.81
C  -3.370  3.734  6.761  -0.66
C  3.361  -4.743  1.732  -0.66
C  4.968  -1.556  0.053  -0.09
C  1.944  -5.175  1.272  0.66
C  2.606  3.388  2.551  0.67
C  -4.457  -3.316  1.756  -0.46
C  8.391  2.620  0.985  -0.72
C  -1.291  -3.998  -1.771  0.19
C  -0.429  0.585  7.162  -0.24
C  -1.526  -0.213  0.057  -0.10
C  -3.977  2.626  -1.740  -0.06
C  3.672  -5.590  -0.377  -0.63
C  2.258  -5.997  0.028  -0.32
C  -2.725  -5.810  -1.442  0.66
C  -1.498  5.739  -4.326  -0.68
C  4.220  2.543  -1.228  -0.36
C  5.538  -2.228  -1.164  -0.43
C  0.083  -1.727  -4.601  -0.11
C  -0.219  -3.206  3.525  0.54
H  3.350  6.549  2.621  0.20
H  6.051  -3.130  -0.879  0.31
H  -1.511  -1.553  -6.934  0.24
H  0.236  5.817  -1.920  0.41
H  2.014  4.638  -0.206  -0.39
H  -4.264  -2.353  1.319  0.13
H  -4.740  -7.681  -1.590  0.27
H  -1.990  -0.400  -0.900  -0.19
H  -4.360  1.435  -6.283  0.25
H  0.704  -0.864  -4.737  0.33
H  -4.279  -4.099  1.011  0.18
H  -4.098  -7.441  0.119  0.26
H  -1.762  -0.907  8.024  0.25
H  4.636  1.807  -1.905  0.47
H  4.417  -6.357  -0.180  0.34
H  9.147  2.721  0.194  0.27
H  0.088  -1.224  1.182  -0.13
H  -0.422  5.604  -4.217  0.18
H  -1.374  -1.780  -3.001  -1.65
H  1.322  4.395  -2.369  0.40
H  -1.459  -3.350  -6.836  0.37
H  -1.773  5.975  -5.365  0.31
H  -1.678  -0.441  -4.070  -0.01
H  -1.019  -3.886  -0.707  -0.04
H  -2.281  4.530  2.093  0.51
H  8.640  3.218  1.889  0.23
H  -0.056  -2.140  3.444  -0.19
H  1.729  6.427  -0.016  0.28
H  -2.402  -3.363  -4.599  0.10
H  -6.654  -2.156  -2.475  0.38
H  -0.929  1.374  7.785  0.17
H  4.013  -5.439  2.362  0.22
H  4.041  5.248  1.515  0.20
H  0.242  -3.679  2.639  -0.50
H  -0.267  -1.530  7.611  0.35
H  8.289  1.583  1.167  0.34
H  -4.043  4.588  6.717  0.33
H  -3.292  2.346  -0.935  -0.11
H  3.701  3.306  -1.838  0.09
H  -6.031  1.216  -5.691  0.33
H  -0.638  3.963  1.941  -0.13
H  -4.797  1.892  -4.657  0.13
H  -2.162  -3.385  -2.056  -0.05
H  -2.208  -0.523  0.868  0.33
H  0.636  0.598  7.406  0.27
H  -4.677  3.382  -1.435  0.39
H  3.367  -3.863  2.378  0.36
H  -5.360  -3.386  -2.503  0.14
H  4.393  5.150  3.209  0.34
H  1.845  0.944  3.616  0.58
H  3.760  -5.283  -1.398  0.35
H  -1.817  6.515  -3.657  0.36
H  0.322  -3.508  4.452  0.34
H  -1.958  2.772  2.135  0.27
H  3.500  1.964  -0.592  -0.08
H  6.143  -1.659  -1.888  0.31
H  -3.636  -8.895  -0.813  0.25
H  -3.128  -1.898  -5.282  0.11
H  1.527  -4.240  0.954  -0.77
H  -0.019  -1.789  -0.449  -0.84
H  -2.928  3.745  7.740  0.26
H  2.252  -7.115  0.115  0.28
H  5.463  -0.639  0.321  0.21
H  -0.439  -3.647  -2.320  0.24
H  -5.470  -3.331  2.185  0.29
H  0.383  1.142  2.725  -0.26
H  -4.626  1.721  -2.035  -0.12
H  4.887  -2.322  0.826  0.10
H  1.599  -5.694  -0.785  -0.04
H  0.627  -2.313  -3.845  -0.26
H  -5.018  -1.878  -1.631  0.22
H  1.384  -5.565  2.149  0.55
H  2.073  1.134  1.912  -0.02
H  -3.991  2.807  6.640  0.27

no.,frontier orbital gap (eV),HOMO (Ha),LUMO level (hartree)
1,8.671,-0.508,-0.1889
2,9.003,-0.329,0.0019